DFT (ωB97M-V/def2-TZVPD) results for a 2-piece molecular cluster, C13H20INO5 overall in a non-equilibrium geometry.

SMILES: CCC(=O)OCC[C@H]1OC(=O)O[C@H]1[C@H](I)CC.CC#N
Kohn-Sham gap: 0.3551 hartree
LUMO energy: 0.1 eV

Last column: Mulliken charge in e.
Cartesian coordinates (Å):
C: 0.3973 2.3770 2.0690  -0.641
C: -0.6227 3.3987 1.3735  -0.539
C: -1.3426 2.8003 0.0534  0.642
O: -0.8143 3.0604 -1.0509  -0.546
O: -2.5419 2.0777 0.2724  -0.329
C: -2.6916 0.9447 -0.6176  -0.353
C: -3.0587 -0.4293 0.1770  -0.896
C: -2.0679 -0.7381 1.3899  0.717
O: -2.6095 -1.5276 2.5055  -0.437
C: -1.4122 -2.1566 3.0441  0.604
O: -1.0441 -2.2370 4.2226  -0.500
O: -0.7522 -2.6064 1.8333  -0.441
C: -0.5939 -1.3254 1.1235  0.678
C: 0.0188 -1.3443 -0.3511  -1.116
I: 0.6926 -3.3747 -0.9258  0.039
C: 1.2344 -0.2837 -0.5332  0.319
C: 2.4416 -0.4973 0.4979  -1.026
H: -0.1259 1.4577 2.5373  0.102
H: 1.2916 2.0887 1.4127  0.147
H: 0.8501 2.9412 2.9737  0.376
H: 0.0033 4.2966 1.0031  0.317
H: -1.4225 3.7878 2.1011  0.317
H: -1.8380 0.7850 -1.3550  0.288
H: -3.6289 1.1578 -1.2632  0.347
H: -4.0948 -0.2217 0.6519  0.355
H: -3.2298 -1.3127 -0.5371  0.258
H: -1.8260 0.2712 1.9016  -0.105
H: 0.0325 -0.7362 1.8999  -0.008
H: -0.7487 -1.0670 -1.1618  0.584
H: 0.8153 0.7853 -0.4808  -0.067
H: 1.6675 -0.4754 -1.5883  -0.045
H: 3.1109 -1.3942 0.2461  0.291
H: 2.1321 -0.5996 1.5916  0.269
H: 3.1140 0.4432 0.4366  0.345
C: 2.8857 -1.7339 -4.7020  -0.788
C: 3.5407 -1.7077 -3.3538  0.382
N: 4.0668 -1.6832 -2.2904  -0.392
H: 2.9446 -2.7387 -5.1233  0.280
H: 1.8369 -1.4467 -4.6103  0.267
H: 3.3892 -1.0359 -5.3726  0.308

Cartesian forces, eV/Å:
-0.0265 0.4320 1.1340
-0.2735 0.0732 -0.5710
1.8284 1.6947 -1.0365
-2.3376 -1.7379 3.2826
2.7870 -0.0528 -0.7546
-1.7507 -1.5036 -1.3957
-0.7893 0.4168 1.1089
0.5062 2.4662 -0.2134
2.5277 -0.3542 0.4993
-0.1803 -0.1343 0.4518
-1.7633 0.0378 -5.1249
0.4630 0.8354 1.7926
-0.6518 0.2150 1.5034
0.0018 0.9793 -0.0397
-0.3516 0.9718 0.3084
0.3176 -1.0916 0.0861
0.5529 0.6571 -0.0572
0.8674 1.4030 -1.0305
-1.5825 0.2935 0.7658
-0.7120 -0.8861 -1.4537
-1.2058 -1.4751 0.4920
1.2343 -0.7867 -0.9716
-0.8333 0.6213 1.2902
1.5690 -0.3327 0.9374
1.6699 -0.4265 -0.6234
0.5797 1.3854 0.8938
-0.8185 -1.2654 -1.1441
-0.3015 -0.6023 -2.0183
0.9492 -0.7113 1.5317
0.5336 -1.5778 -0.0431
-0.8143 0.5370 1.6563
-1.2073 1.2957 0.1586
0.1818 0.1616 -1.5007
-0.9979 -1.5353 0.0930
0.3953 0.0085 0.8391
1.4579 0.0701 2.8138
-1.9453 -0.0739 -3.9657
0.0172 0.0830 0.1110
0.1086 -0.0368 0.0664
-0.0057 -0.0543 0.1279